334
Properties=species:S:1:pos:R:3 method="wB97M-V/def2-TZVPD" charge=+3 orbital_gap_ev=6.31 homo_ev=-12.31
C 6.494 4.426 2.744
N 5.220 5.077 3.044
C 4.765 6.107 2.245
C 3.523 6.654 2.358
C 2.625 6.071 3.229
C 3.082 4.952 3.982
C 4.390 4.542 3.905
C 1.195 6.565 3.381
C 0.150 5.639 3.415
C -1.145 6.051 3.367
N -1.424 7.380 3.181
C -0.449 8.265 3.135
C 0.844 7.861 3.319
C -2.711 7.940 3.075
H 6.398 3.648 1.958
H 6.893 4.078 3.675
H 7.209 5.107 2.331
H 5.536 6.507 1.569
H 3.249 7.432 1.710
H 2.426 4.449 4.707
H 4.696 3.629 4.437
H 0.387 4.570 3.454
H -2.040 5.495 3.379
H -0.603 9.321 2.862
H 1.671 8.551 3.209
H -3.381 7.220 2.648
H -2.740 8.818 2.399
H -3.088 8.391 4.032
C -3.818 6.804 -7.061
N -4.689 7.158 -5.876
C -4.473 8.247 -5.151
C -5.199 8.404 -4.002
C -6.144 7.458 -3.586
C -6.352 6.372 -4.365
C -5.567 6.235 -5.511
C -6.773 7.606 -2.276
C -6.825 6.546 -1.341
C -6.990 6.823 0.021
N -7.188 8.100 0.383
C -7.285 9.089 -0.494
C -7.119 8.856 -1.860
C -7.235 8.443 1.818
H -3.043 6.074 -6.805
H -3.359 7.750 -7.384
H -4.456 6.402 -7.839
H -3.717 8.940 -5.505
H -4.954 9.217 -3.304
H -6.877 5.459 -3.950
H -5.627 5.414 -6.186
H -6.537 5.593 -1.650
H -6.875 6.133 0.842
H -7.431 10.100 -0.178
H -7.146 9.720 -2.505
H -6.773 7.606 2.335
H -8.257 8.524 2.083
H -6.622 9.287 2.008
C -0.494 -6.639 -2.228
N -0.397 -5.214 -2.060
C -0.049 -4.722 -0.792
C -0.047 -3.392 -0.491
C -0.447 -2.442 -1.464
C -0.766 -2.982 -2.691
C -0.681 -4.293 -2.955
C -0.586 -1.015 -1.119
C -0.575 -0.016 -2.024
C -0.776 1.305 -1.619
N -0.858 1.653 -0.342
C -0.756 0.728 0.643
C -0.624 -0.638 0.227
C -1.263 3.033 0.047
H 0.438 -7.164 -1.871
H -0.778 -6.827 -3.227
H -1.325 -6.976 -1.614
H 0.005 -5.515 -0.042
H 0.101 -3.163 0.496
H -1.158 -2.339 -3.471
H -0.873 -4.589 -3.982
H -0.553 -0.111 -3.053
H -0.934 2.038 -2.413
H -0.705 1.005 1.642
H -0.668 -1.370 0.995
H -2.266 3.033 0.497
H -1.242 3.653 -0.877
H -0.547 3.466 0.785
C -4.261 -5.456 3.549
C -4.471 -5.456 5.087
C -3.143 -5.216 5.905
C -2.949 -3.745 6.140
N -1.601 -3.389 6.663
C -1.298 -4.207 7.954
C -2.089 -3.583 9.069
C -2.285 -2.085 8.513
C -1.613 -1.979 7.187
C -0.662 -3.517 5.571
H -3.857 -4.487 3.275
H -5.123 -5.551 2.918
H -3.649 -6.306 3.279
H -5.034 -6.317 5.556
H -5.154 -4.634 5.270
H -2.313 -5.768 5.391
H -3.215 -5.785 6.801
H -3.651 -3.537 6.957
H -3.109 -3.077 5.303
H -0.270 -4.092 8.062
H -1.498 -5.254 7.764
H -1.505 -3.640 9.971
H -3.041 -4.067 9.155
H -1.991 -1.242 9.149
H -3.333 -1.958 8.269
H -0.557 -1.639 7.340
H -2.159 -1.343 6.494
H -1.030 -3.051 4.666
H -0.488 -4.580 5.327
H 0.269 -3.110 5.918
C 0.929 -4.849 -6.668
C 0.523 -6.302 -6.280
C 1.427 -7.194 -5.353
C 2.781 -7.288 -5.946
N 3.803 -8.110 -5.231
C 5.156 -8.315 -5.979
C 5.791 -9.484 -5.182
C 4.620 -10.310 -4.621
C 3.324 -9.575 -5.093
C 4.021 -7.416 -3.917
H 0.776 -4.054 -5.927
H 0.403 -4.559 -7.601
H 2.010 -4.747 -6.918
H 0.576 -6.831 -7.239
H -0.569 -6.334 -5.901
H 1.028 -8.210 -5.322
H 1.445 -6.856 -4.300
H 3.214 -6.265 -6.006
H 2.770 -7.662 -6.988
H 5.808 -7.464 -5.952
H 4.768 -8.571 -6.907
H 6.293 -9.128 -4.283
H 6.446 -10.104 -5.738
H 4.592 -10.315 -3.582
H 4.674 -11.365 -4.910
H 2.477 -9.687 -4.432
H 2.943 -9.842 -6.107
H 3.903 -6.353 -4.010
H 4.927 -7.845 -3.480
H 3.266 -7.653 -3.173
C 5.375 8.706 -1.871
C 4.059 8.290 -1.108
C 2.825 8.319 -1.998
C 1.732 7.374 -1.463
N 0.402 7.895 -2.014
C -0.737 6.985 -1.740
C -1.814 7.411 -2.690
C -1.009 7.966 -3.975
C 0.470 7.801 -3.535
C 0.135 9.251 -1.480
H 5.136 9.344 -2.731
H 5.837 7.809 -2.295
H 5.990 9.286 -1.189
H 3.886 9.036 -0.313
H 4.162 7.358 -0.678
H 3.151 7.868 -2.983
H 2.447 9.252 -2.224
H 1.701 7.489 -0.366
H 1.841 6.333 -1.892
H -1.033 7.072 -0.686
H -0.490 5.972 -1.942
H -2.455 8.182 -2.294
H -2.461 6.569 -2.922
H -1.228 9.012 -4.217
H -1.337 7.329 -4.746
H 1.017 8.601 -3.880
H 0.980 6.853 -3.714
H 0.774 10.010 -2.004
H 0.304 9.234 -0.408
H -0.899 9.564 -1.520
C 6.427 1.223 5.824
C 6.554 -0.318 5.909
C 5.342 -1.090 5.415
C 5.099 -0.920 3.918
N 4.096 -1.845 3.271
C 3.936 -1.524 1.769
C 2.617 -2.178 1.328
C 1.885 -2.454 2.702
C 2.679 -1.692 3.813
C 4.549 -3.251 3.442
H 5.460 1.494 6.343
H 6.272 1.547 4.792
H 7.214 1.714 6.369
H 6.791 -0.562 6.944
H 7.477 -0.668 5.405
H 4.470 -0.639 5.868
H 5.361 -2.106 5.807
H 6.037 -1.087 3.303
H 4.767 0.068 3.825
H 4.720 -1.948 1.149
H 3.917 -0.463 1.735
H 2.808 -3.104 0.874
H 2.106 -1.468 0.655
H 1.918 -3.502 2.962
H 0.807 -2.219 2.674
H 2.569 -2.126 4.768
H 2.450 -0.655 3.864
H 5.638 -3.256 3.497
H 4.184 -3.780 2.605
H 4.201 -3.665 4.399
C -0.666 -12.243 3.432
C 0.630 -11.941 2.683
C 1.014 -10.499 2.828
C 2.413 -10.348 2.257
N 3.126 -9.028 2.258
C 3.361 -8.580 3.742
C 2.935 -7.147 3.824
C 1.723 -7.101 2.822
C 2.276 -7.905 1.634
C 4.503 -9.004 1.639
H -0.616 -11.917 4.444
H -0.863 -13.336 3.344
H -1.630 -11.869 2.928
H 0.621 -12.234 1.605
H 1.438 -12.551 3.119
H 1.014 -10.268 3.876
H 0.279 -9.863 2.287
H 2.426 -10.727 1.234
H 3.073 -11.020 2.760
H 4.399 -8.756 4.003
H 2.721 -9.136 4.398
H 3.664 -6.492 3.274
H 2.680 -6.800 4.847
H 1.419 -6.082 2.690
H 0.851 -7.661 3.236
H 2.865 -7.216 1.011
H 1.592 -8.340 0.924
H 4.520 -9.041 0.573
H 4.947 -9.897 1.991
H 5.067 -8.153 1.968
C 1.529 2.201 -7.773
C 2.446 2.687 -6.703
C 2.511 1.754 -5.518
C 3.423 2.243 -4.416
N 3.632 1.118 -3.417
C 2.322 0.723 -2.722
C 2.872 0.053 -1.494
C 4.206 0.717 -1.079
C 4.441 1.699 -2.270
C 4.268 -0.072 -3.973
H 1.735 2.842 -8.657
H 0.476 2.268 -7.513
H 1.616 1.144 -8.016
H 2.139 3.707 -6.360
H 3.504 2.841 -6.963
H 2.855 0.773 -5.827
H 1.541 1.559 -5.171
H 2.933 3.036 -3.873
H 4.420 2.685 -4.698
H 1.705 0.106 -3.380
H 1.807 1.639 -2.489
H 3.018 -1.001 -1.754
H 2.059 0.035 -0.721
H 5.002 -0.079 -0.995
H 4.073 1.199 -0.103
H 5.448 1.947 -2.660
H 4.018 2.682 -2.038
H 5.227 0.201 -4.490
H 3.633 -0.495 -4.780
H 4.505 -0.718 -3.187
C -9.545 4.281 0.075
C -8.667 3.392 -0.849
C -7.788 2.521 -0.032
C -6.554 2.089 -0.802
N -5.850 0.815 -0.308
C -4.471 0.828 -0.994
C -4.493 -0.250 -2.041
C -5.953 -0.646 -2.242
C -6.546 -0.460 -0.815
C -5.745 0.884 1.256
H -10.263 4.817 -0.528
H -8.801 4.845 0.590
H -10.060 3.660 0.808
H -8.032 4.115 -1.431
H -9.203 2.813 -1.642
H -8.419 1.673 0.178
H -7.667 2.988 0.910
H -5.921 2.957 -0.755
H -6.861 1.935 -1.871
H -3.689 0.571 -0.235
H -4.372 1.838 -1.384
H -3.924 -1.056 -1.696
H -4.153 0.168 -3.036
H -6.254 -1.646 -2.492
H -6.464 0.172 -2.775
H -6.223 -1.234 -0.118
H -7.616 -0.508 -0.662
H -5.546 1.933 1.531
H -4.962 0.235 1.554
H -6.738 0.660 1.588
N -2.917 -1.906 1.900
O -3.338 -1.570 0.772
O -2.441 -3.031 1.986
O -2.926 -1.124 2.886
N 2.028 -4.256 6.269
O 1.928 -3.031 6.652
O 1.863 -5.176 7.053
O 2.358 -4.501 5.107
N -4.469 4.922 1.524
O -3.276 4.881 1.825
O -5.222 5.702 2.231
O -4.931 4.288 0.561
N -3.986 8.978 0.248
O -4.380 7.996 -0.401
O -4.595 9.354 1.220
O -2.885 9.525 -0.002
N 3.195 -5.059 -0.834
O 4.255 -4.418 -0.916
O 2.699 -5.334 0.267
O 2.619 -5.453 -1.890
N -3.137 4.401 -3.925
O -4.280 4.270 -3.450
O -2.293 3.552 -3.720
O -2.758 5.422 -4.564
N 2.012 1.953 2.885
O 1.698 1.932 4.110
O 1.948 0.902 2.129
O 2.469 2.965 2.325
N 2.226 4.827 -0.069
O 1.456 5.474 0.736
O 3.412 5.127 -0.055
O 1.728 3.990 -0.858
N 0.329 -1.192 -5.593
O 0.903 -1.166 -4.489
O 0.988 -1.198 -6.614
O -0.892 -1.130 -5.583
N 1.765 -9.558 -1.590
O 1.516 -8.958 -2.651
O 2.861 -10.094 -1.371
O 0.937 -9.587 -0.699